1.
Density functional theory data (wB97M-V/def2-TZVPD) for a single C4H5NO3 molecule in a non-equilibrium geometry.

```
13
Properties=species:S:1:pos:R:3:forces:R:3:nbo_charge:R:1
C 0.89876 -0.78729 0.22845 0.34 0.71 -1.39 -0.0653
C 2.21493 -0.85325 -0.03206 1.93 -1.37 0.39 -0.4375
C -1.17909 0.63800 0.07468 2.36 -5.01 -0.60 0.5125
C -2.36943 -0.27518 0.01405 -0.74 -6.76 1.07 0.3477
H 0.41517 2.40976 -0.57295 1.61 -3.25 1.22 0.5099
H 0.33144 -1.71528 0.53816 0.34 1.68 -0.41 0.2484
H 2.78309 -1.85483 0.14463 -1.45 1.79 -0.13 0.2115
H 2.96590 -0.06778 -0.37679 -1.84 -0.79 0.46 0.2335
H -3.38834 0.27329 0.67180 2.91 -1.70 -2.47 0.1836
N 0.15401 0.44015 -0.10845 1.70 -2.43 0.59 -0.1471
O 1.03020 1.57792 -0.25832 -3.03 1.50 -0.66 -0.5371
O -1.58324 1.69891 0.08987 -2.88 9.82 0.20 -0.5648
O -2.27342 -1.48441 -0.41307 -1.25 5.80 1.72 -0.4954
```
Positions in Å, forces in eV/Å.

Results
**Relative energy (zero: lowest compared OMol25 entry of this formula, charge and spin)**: 546.32 kJ/mol
**LUMO energy**: -0.518 eV
**E_HOMO**: -9.098 eV
**Frontier orbital gap**: 0.3153 Ha
**SMILES string**: C=CN(O)C(=O)C=O
**Molar mass**: 115.09 g/mol

2.
Density functional theory data (wB97M-V/def2-TZVPD) for a single C5H8O2 molecule.

```
15
Properties=species:S:1:pos:R:3:forces:R:3:nbo_charge:R:1
C 1.83601 -0.06689 0.60801 -0.06 0.09 -0.03 -0.6386
C 0.52992 -0.27927 -0.09591 0.06 -0.35 0.10 0.1051
C 0.26145 -1.08838 -1.18987 -0.03 0.12 -0.15 -0.4952
C -0.86769 -0.10830 0.28168 -0.04 0.11 0.01 0.5282
O -1.57104 -1.01115 0.93300 -0.01 0.02 -0.20 -0.6127
C -1.13555 1.32547 -0.04526 -0.31 -0.29 0.08 -0.1497
O 0.13163 1.60923 -0.45633 0.22 0.14 -0.04 -0.7098
H 2.62096 0.14405 -0.12478 -0.14 0.02 0.06 0.2351
H 2.09634 -1.00655 1.11288 -0.02 0.16 -0.06 0.2172
H 1.79492 0.74393 1.33667 -0.03 -0.08 -0.15 0.2317
H 0.83197 -0.99057 -2.11421 0.00 -0.03 0.25 0.2211
H -0.58399 -1.76321 -1.22168 -0.04 0.16 0.09 0.2193
H -2.51857 -0.81243 0.86503 0.11 0.04 0.06 0.4964
H -1.97270 1.44514 -0.76776 0.19 0.02 0.07 0.1635
H -1.45366 1.85893 0.87852 0.11 -0.11 -0.09 0.1884
```
Positions in Å, forces in eV/Å.

Results
**Relative energy (zero: lowest compared OMol25 entry of this formula, charge and spin)**: 494.74 kJ/mol
**LUMO energy (spin up / spin down)**: 0.277 / 0.277 eV
**E_HOMO (spin up / spin down)**: -7.992 / -7.993 eV
**Frontier orbital gap (spin up / spin down)**: 0.3039 / 0.3039 Ha
**Molar mass**: 100.12 g/mol